Record 1
ORCA calculation (wB97M-V/def2-TZVPD) on a gas-phase ion, C23H18N5O2 (charge -1) at a distorted geometry.

* structure (SMILES): O=C([O-])[C@H]1Cc2ccccc2N1/C=C/[C@H](c1ccccc1)n1cnc2cncnc21
* HOMO-LUMO gap: 6.3109 eV

```
! wB97M-V def2-TZVPD RIJCOSX def2/J DEFGRID3
* xyz -1 1
O -3.373 -3.215 0.534
C -3.754 -2.289 -0.204
O -4.632 -1.409 -0.187
C -2.816 -2.124 -1.486
C -3.575 -1.603 -2.718
C -3.248 -0.154 -2.740
C -2.257 0.130 -1.775
C -1.821 1.436 -1.560
C -2.342 2.447 -2.373
C -3.308 2.158 -3.354
C -3.776 0.852 -3.533
N -1.944 -1.034 -1.082
C -1.105 -1.167 -0.005
C -0.044 -0.364 0.269
C 0.591 -0.328 1.598
C 1.047 1.074 1.983
C 0.680 1.622 3.216
C 1.174 2.874 3.592
C 2.061 3.561 2.750
C 2.388 3.032 1.497
C 1.834 1.807 1.108
H -2.260 -3.056 -1.640
H -3.212 -2.107 -3.623
H -4.656 -1.763 -2.642
H -1.093 1.637 -0.774
H -2.001 3.473 -2.253
H -3.703 2.955 -3.984
H -4.534 0.593 -4.276
H -1.268 -2.078 0.592
H 0.419 0.242 -0.516
H -0.090 -0.723 2.359
H 0.006 1.046 3.857
H 0.857 3.309 4.541
H 2.467 4.527 3.052
H 3.052 3.549 0.803
H 2.053 1.415 0.115
C 4.869 -2.412 0.349
N 5.139 -1.499 -0.592
C 4.314 -0.489 -0.840
N 3.115 -0.305 -0.202
C 2.848 -1.152 0.768
C 3.704 -2.256 1.100
N 3.122 -2.958 2.127
C 1.962 -2.352 2.416
N 1.763 -1.241 1.633
H 5.529 -3.263 0.541
H 4.590 0.247 -1.600
H 1.227 -2.643 3.160
*
```


Record 2
ORCA calculation (wB97M-V/def2-TZVPD) on a molecular structure, C23H18N5RuS3Se.

* ΔE to the lowest compared entry with this formula, charge and spin: 0.000 eV
* HOMO-LUMO gap (spin up / spin down): 7.3087 / 6.0822 eV

```
! wB97M-V def2-TZVPD RIJCOSX def2/J DEFGRID3
* xyz 0 2
Ru 0.036 -0.900 0.081
C 1.124 -2.594 -0.922
C 1.910 -1.434 -1.065
C 1.149 -0.456 -1.780
C -0.112 -1.033 -2.082
C -0.145 -2.352 -1.531
H 1.401 -3.485 -0.381
H 2.908 -1.302 -0.678
H 1.471 0.539 -2.042
H -0.911 -0.548 -2.619
H -0.976 -3.037 -1.560
N 1.106 0.329 1.564
C 0.304 1.421 2.030
C -0.410 1.351 3.188
C -1.295 2.397 3.528
C -1.455 3.472 2.703
C -0.709 3.564 1.502
C -0.836 4.629 0.582
C -0.091 4.622 -0.558
C 0.807 3.555 -0.779
N 0.961 2.551 0.045
C 0.199 2.542 1.171
H 1.435 -0.231 2.343
H 1.894 0.699 1.038
H -0.338 0.471 3.815
H -1.866 2.325 4.444
H -2.153 4.261 2.950
H -1.535 5.430 0.790
H -0.176 5.408 -1.294
H 1.418 3.547 -1.675
Se -2.216 0.039 0.349
C -2.194 1.128 -1.143
N -2.169 1.804 -2.080
S -4.881 -5.812 2.331
C -3.655 -4.806 1.877
S -2.479 -4.158 2.994
C -1.739 -3.245 1.704
N -2.298 -3.421 0.560
N -3.358 -4.298 0.657
C -4.108 -4.479 -0.545
C -4.526 -5.741 -0.936
C -5.230 -5.879 -2.124
C -5.504 -4.771 -2.913
C -5.070 -3.514 -2.513
C -4.371 -3.362 -1.327
S -0.371 -2.233 2.022
H -4.311 -6.598 -0.316
H -5.562 -6.861 -2.433
H -6.053 -4.887 -3.837
H -5.280 -2.645 -3.124
H -4.020 -2.390 -1.003
*
```


Record 3
ORCA calculation (wB97M-V/def2-TZVPD) on a molecular structure, C23H19AsN3O2S4V.

* ΔE to the lowest compared entry with this formula, charge and spin: 0.000 eV
* HOMO-LUMO gap (spin up / spin down): 5.5190 / 5.4053 eV

```
! wB97M-V def2-TZVPD RIJCOSX def2/J DEFGRID3
* xyz 0 3
V -0.299 0.685 0.134
C -4.204 -1.061 1.097
O -3.423 -0.989 2.341
C -2.226 -0.565 1.980
N -1.967 -0.430 0.738
C -3.189 -0.758 -0.028
C -2.941 -1.879 -1.002
C -2.558 -3.139 -0.551
C -2.314 -4.159 -1.456
C -2.453 -3.921 -2.818
C -2.830 -2.665 -3.269
C -3.071 -1.641 -2.363
C -1.200 -0.177 2.960
C -1.232 -0.267 4.342
C -0.132 0.218 5.041
C 0.951 0.778 4.370
C 0.887 0.824 2.988
N -0.164 0.357 2.330
C 1.844 1.409 2.036
N 1.589 1.330 0.788
C 2.580 2.141 0.056
C 3.488 2.652 1.200
O 2.918 2.075 2.423
C 3.274 1.341 -1.014
C 3.116 1.693 -2.347
C 3.739 0.945 -3.338
C 4.512 -0.154 -2.999
C 4.663 -0.514 -1.665
C 4.045 0.233 -0.676
H -4.980 -0.304 1.173
H -4.637 -2.055 1.041
H -3.471 0.143 -0.582
H -2.447 -3.326 0.513
H -2.015 -5.137 -1.102
H -2.261 -4.716 -3.527
H -2.927 -2.475 -4.330
H -3.335 -0.645 -2.703
H -2.086 -0.690 4.850
H -0.122 0.169 6.121
H 1.805 1.172 4.901
H 2.029 2.961 -0.411
H 3.454 3.732 1.319
H 4.516 2.308 1.123
H 2.479 2.530 -2.609
H 3.606 1.218 -4.376
H 4.992 -0.738 -3.773
H 5.260 -1.376 -1.399
H 4.161 -0.053 0.366
S -0.524 4.294 -2.579
As -1.617 2.776 -1.686
S -0.403 0.810 -2.039
S -1.273 2.741 0.532
S -3.607 2.297 -2.123
*
```


Record 4
ORCA calculation (wB97M-V/def2-TZVPD) on a molecular structure, C23H19BrIN2O2ReS at a distorted geometry.

* HOMO-LUMO gap (spin up / spin down): 5.5185 / 6.3237 eV

```
! wB97M-V def2-TZVPD RIJCOSX def2/J DEFGRID3
* xyz 1 2
Re -0.054 -1.188 -0.390
C -0.913 -4.022 0.566
C -1.193 -2.613 0.899
C -2.575 -2.423 0.438
C -3.019 -3.576 -0.149
C -1.994 -4.562 -0.063
H -0.002 -4.527 0.833
H -1.006 -2.355 1.944
H -3.140 -1.521 0.601
H -3.999 -3.745 -0.559
H -2.098 -5.573 -0.407
I 2.415 -2.347 -0.132
C 2.951 -0.587 1.015
C 4.266 -0.251 1.152
C 4.595 0.878 1.915
C 3.614 1.598 2.539
C 2.256 1.235 2.420
C 1.243 1.954 3.089
C -0.072 1.602 2.950
C -0.432 0.548 2.100
C 0.513 -0.167 1.391
C 1.887 0.130 1.595
H 5.038 -0.835 0.681
H 5.631 1.161 2.004
H 3.864 2.458 3.142
H 1.532 2.786 3.714
H -0.847 2.150 3.465
H -1.483 0.322 1.971
Br -2.827 5.840 -0.718
C -1.222 4.826 -0.803
C 0.002 5.471 -0.672
C 1.173 4.732 -0.719
C 1.125 3.364 -0.906
C -0.111 2.730 -1.028
C -1.295 3.454 -0.967
C -0.131 1.261 -1.060
O -1.175 0.612 -0.717
O 0.914 0.616 -1.304
H 0.032 6.541 -0.526
H 2.124 5.224 -0.591
H 2.020 2.759 -0.935
H -2.242 2.941 -1.045
N -1.231 -4.301 -3.532
C -1.662 -3.091 -3.190
N -2.952 -2.787 -3.267
S -0.530 -1.901 -2.754
H -1.846 -5.036 -3.845
H -0.244 -4.496 -3.504
H -3.648 -3.438 -3.595
H -3.250 -1.850 -3.045
*
```


Record 5
ORCA calculation (wB97M-V/def2-TZVPD) on a molecular structure, C23H19BrLaN10S3 at a distorted geometry.

* ΔE to the lowest compared entry with this formula, charge and spin: 0.000 eV
* HOMO-LUMO gap: 6.0759 eV

```
! wB97M-V def2-TZVPD RIJCOSX def2/J DEFGRID3
* xyz 1 1
La 0.404 -0.431 0.363
S 0.279 1.543 2.369
C 1.239 2.398 1.194
S 2.416 1.513 0.184
C 0.991 3.737 0.852
C -0.047 4.516 1.442
N -0.955 5.116 1.793
C 1.733 4.424 -0.182
N 2.352 4.968 -0.983
C 5.408 -2.587 2.802
C 4.271 -3.306 2.158
N 4.198 -4.579 1.962
N 2.978 -4.826 1.416
C 2.247 -3.699 1.228
S 0.743 -3.444 0.551
N 3.073 -2.736 1.763
N 2.794 -1.357 1.703
H 6.151 -3.298 3.121
H 5.069 -2.002 3.674
H 5.887 -1.915 2.076
H 2.711 -5.760 1.106
H 2.604 -0.982 2.620
H 3.594 -0.858 1.301
C -4.559 3.191 -1.087
C -3.695 2.969 -0.059
C -2.521 2.259 -0.253
C -2.177 1.793 -1.506
C -3.018 2.055 -2.605
C -4.198 2.730 -2.370
N -0.940 1.029 -1.674
N -0.511 0.973 -2.822
C 0.643 0.202 -3.057
C 1.345 0.474 -4.201
C 2.479 -0.296 -4.409
C 2.790 -1.348 -3.558
C 2.010 -1.559 -2.472
N 0.944 -0.772 -2.226
H -5.465 3.782 -1.024
H -3.878 3.306 0.943
H -1.823 2.116 0.580
H -2.744 1.764 -3.607
H -4.839 2.864 -3.263
H 0.986 1.294 -4.786
H 3.066 -0.058 -5.293
H 3.680 -1.969 -3.765
H 2.163 -2.358 -1.748
Br -6.447 -1.295 2.771
C -4.656 -1.097 2.162
C -3.645 -0.691 3.028
C -2.367 -0.574 2.529
N -2.054 -0.841 1.255
C -3.039 -1.215 0.428
C -4.362 -1.380 0.837
H -3.883 -0.416 4.032
H -1.545 -0.277 3.185
H -2.747 -1.371 -0.633
H -5.133 -1.722 0.155
*
```


Record 6
ORCA calculation (wB97M-V/def2-TZVPD) on a molecular structure, C23H19Cl5IN3Pd at a distorted geometry.

* ΔE to the lowest compared entry with this formula, charge and spin: 1.096 eV
* HOMO-LUMO gap: 3.9599 eV

```
! wB97M-V def2-TZVPD RIJCOSX def2/J DEFGRID3
* xyz -2 1
Pd -0.560 0.652 0.186
I 0.431 2.662 -1.515
C -1.035 3.874 -0.598
C -0.855 5.226 -0.652
C -1.892 6.080 -0.207
C -3.094 5.551 0.161
C -3.306 4.144 0.163
C -4.593 3.597 0.392
C -4.748 2.236 0.383
C -3.630 1.374 0.273
C -2.332 1.821 0.073
C -2.221 3.249 -0.111
H 0.067 5.639 -1.037
H -1.735 7.153 -0.194
H -3.919 6.200 0.439
H -5.433 4.266 0.555
H -5.742 1.814 0.510
H -3.801 0.307 0.381
Cl 1.324 2.148 2.150
C 2.017 0.625 1.609
C 1.142 -0.367 1.118
C 1.793 -1.556 0.827
Cl 0.799 -2.945 0.356
C 3.173 -1.758 0.904
Cl 3.904 -3.286 0.475
C 3.993 -0.721 1.336
Cl 5.717 -0.925 1.435
C 3.395 0.484 1.715
Cl 4.407 1.778 2.302
C -3.152 -3.620 1.732
C -2.741 -2.163 1.798
N -2.291 -1.676 0.521
C -2.316 -2.374 -0.649
N -1.721 -1.929 -1.696
C -1.722 -2.660 -2.939
C -2.354 -4.051 -2.885
C -3.546 -3.983 -1.954
N -3.063 -3.591 -0.651
C -3.954 -3.810 0.464
H -3.723 -3.915 2.617
H -2.259 -4.247 1.665
H -1.938 -2.031 2.531
H -3.594 -1.566 2.152
H -1.643 -0.725 0.553
H -0.685 -2.754 -3.280
H -2.240 -2.059 -3.700
H -1.643 -4.770 -2.468
H -2.647 -4.394 -3.884
H -4.043 -4.953 -1.861
H -4.284 -3.262 -2.345
H -4.364 -4.821 0.391
H -4.802 -3.103 0.458
*
```


Record 7
ORCA calculation (wB97M-V/def2-TZVPD) on a molecular structure, C23H19CoN3O2S2SbSe4 at a distorted geometry.

* HOMO-LUMO gap: 5.0574 eV

```
! wB97M-V def2-TZVPD RIJCOSX def2/J DEFGRID3
* xyz -2 1
Co 1.020 1.093 -0.276
O 2.284 -1.689 3.019
C 1.574 -2.767 2.658
C 1.756 -3.941 3.396
C 1.037 -5.080 3.093
C 0.119 -5.075 2.046
C -0.047 -3.923 1.298
C 0.672 -2.762 1.579
C 0.520 -1.547 0.728
O 1.178 -0.500 1.053
N -0.264 -1.643 -0.305
N -0.208 -0.502 -1.097
C -1.009 -0.605 -2.087
S -2.029 -2.064 -2.199
C -2.916 -1.513 -3.681
C -1.954 -0.690 -4.508
S -1.166 0.530 -3.416
H 2.052 -0.973 2.366
H 2.476 -3.922 4.205
H 1.194 -5.982 3.675
H -0.454 -5.964 1.815
H -0.740 -3.896 0.468
H -3.782 -0.919 -3.385
H -3.247 -2.408 -4.211
H -2.451 -0.124 -5.297
H -1.175 -1.321 -4.939
Se 1.071 5.973 0.644
Sb 2.044 4.219 -0.732
Se 0.175 2.808 -1.731
Se 2.613 2.303 0.909
Se 3.408 5.085 -2.525
C 4.282 -0.742 -3.252
C 3.712 0.488 -3.547
C 2.805 1.082 -2.674
C 2.420 0.468 -1.479
C 3.052 -0.748 -1.180
C 3.946 -1.355 -2.053
H 4.978 -1.211 -3.940
H 3.977 1.006 -4.463
H 2.394 2.038 -2.964
H 2.856 -1.241 -0.238
H 4.392 -2.308 -1.785
N -0.498 1.660 0.874
C -1.381 2.119 1.432
C -2.493 2.701 2.124
C -3.734 2.070 2.119
C -4.769 2.602 2.869
C -4.566 3.755 3.617
C -3.336 4.400 3.587
C -2.293 3.881 2.837
H -3.874 1.173 1.530
H -5.736 2.115 2.872
H -5.372 4.157 4.219
H -3.185 5.313 4.149
H -1.331 4.378 2.782
*
```


Record 8
ORCA calculation (wB97M-V/def2-TZVPD) on a molecular structure, C23H19F5NO4SbSe4Ti at a distorted geometry.

* ΔE to the lowest compared entry with this formula, charge and spin: 6.971 eV
* HOMO-LUMO gap: 3.0289 eV

```
! wB97M-V def2-TZVPD RIJCOSX def2/J DEFGRID3
* xyz -2 1
Ti 0.440 0.759 -0.845
O -2.143 1.877 -3.622
C -1.070 1.814 -2.871
O -0.636 0.688 -2.503
C -0.382 2.988 -2.443
C -0.879 4.292 -2.390
C -0.321 5.176 -1.488
C 0.710 4.754 -0.649
C 1.195 3.470 -0.802
N 0.739 2.630 -1.744
C 2.084 2.718 0.173
O 2.966 3.229 0.815
O 1.747 1.458 0.193
H -2.615 1.031 -3.550
H -1.772 4.532 -2.949
H -0.752 6.157 -1.351
H 1.058 5.366 0.170
C 0.976 -2.570 1.307
C 1.374 -1.305 1.837
C 0.209 -0.605 2.207
C -0.908 -1.429 1.924
C -0.415 -2.649 1.380
C -1.246 -3.836 0.989
C -2.335 -1.076 2.170
C 0.175 0.698 2.956
C 2.781 -0.864 2.098
C 1.906 -3.641 0.820
H -1.272 -4.579 1.795
H -0.840 -4.333 0.102
H -2.273 -3.540 0.776
H -2.621 -0.209 1.564
H -2.521 -0.796 3.210
H -3.010 -1.890 1.907
H 0.684 1.503 2.418
H 0.676 0.604 3.925
H -0.854 1.013 3.139
H 2.911 0.193 1.857
H 3.504 -1.446 1.522
H 3.030 -0.984 3.162
H 1.436 -4.245 0.036
H 2.197 -4.321 1.631
H 2.827 -3.215 0.412
F 2.637 -0.588 -1.438
C 1.625 -1.463 -1.752
C 0.409 -1.271 -1.126
C -0.631 -2.046 -1.621
F -1.876 -1.762 -1.208
C -0.451 -3.038 -2.564
F -1.471 -3.792 -3.009
C 0.816 -3.241 -3.095
F 1.015 -4.196 -4.019
C 1.869 -2.440 -2.700
F 3.083 -2.598 -3.260
Se -1.558 4.796 2.901
Sb -2.763 3.360 1.337
Se -3.644 4.858 -0.391
Se -4.601 2.277 2.505
Se -1.214 1.726 0.154
*
```


> Which formula does entry 1 have?

C23H18N5O2